A structure of composition C32H42BFN6O8STa, computed with ωB97M-V with the def2-TZVPD basis set.

Results
Net charge   +3
E_HOMO   -15.9868 eV
Frontier orbital gap   7.750 eV
Max |F|   0.9 eV Å⁻¹
LUMO level   -8.2 eV
M   881.5 g mol⁻¹
Electronic energy   -2754.30246 a.u.

Atoms and positions in Å:
Ta -0.531 -0.223 0.004
N -2.679 0.073 0.616
C -3.734 -0.737 -0.069
C -3.140 -2.132 -0.223
N -1.842 -1.916 -0.915
H -2.652 -0.186 1.604
H -2.891 1.070 0.598
H -3.931 -0.285 -1.042
H -4.649 -0.724 0.519
H -3.783 -2.799 -0.794
H -2.947 -2.578 0.754
H -2.037 -1.611 -1.872
H -1.302 -2.776 -1.021
F -1.990 0.377 6.638
C -1.081 1.125 5.996
C -0.917 0.924 4.663
C -0.002 1.698 3.931
C 0.166 1.473 2.530
O -0.654 0.703 1.881
C 1.220 2.135 1.907
C 1.908 3.109 2.594
N 1.702 3.415 3.876
C 2.475 4.576 4.354
C 2.035 5.565 5.383
C 3.204 4.646 5.658
C 0.768 2.672 4.606
C 0.596 2.827 5.989
C -0.336 2.095 6.715
N -0.487 2.310 8.082
C -0.402 3.651 8.641
C 0.554 3.649 9.834
N 0.380 2.347 10.595
C -1.001 1.788 10.418
C -1.204 1.377 8.960
C 1.547 1.854 0.488
O 2.071 2.577 -0.296
O 1.170 0.586 0.164
H -1.488 0.150 4.170
H 2.657 3.686 2.068
H 2.982 4.999 3.502
H 1.102 5.410 5.902
H 2.241 6.600 5.155
H 3.090 3.838 6.365
H 4.201 5.061 5.625
H 1.231 3.499 6.533
H -1.393 4.010 8.935
H -0.033 4.359 7.904
H 0.356 4.462 10.528
H 1.597 3.687 9.524
H 0.572 2.496 11.588
H 1.069 1.666 10.270
H -1.684 2.574 10.736
H -1.119 0.939 11.087
H -2.281 1.351 8.782
H -0.817 0.371 8.804
C -1.666 -4.450 3.124
C -0.363 -3.758 2.767
C 0.480 -3.562 4.016
O -0.712 -2.401 2.291
B -0.060 -2.194 1.109
O 0.612 -3.254 0.633
C 0.417 -4.392 1.549
C -0.375 -5.429 0.770
C 1.796 -4.932 1.879
H -2.185 -3.865 3.883
H -1.476 -5.440 3.540
H -2.324 -4.571 2.266
H -0.133 -3.104 4.792
H 1.337 -2.918 3.821
H 0.847 -4.514 4.394
H -1.318 -5.026 0.396
H -0.604 -6.298 1.387
H 0.215 -5.766 -0.081
H 2.416 -4.199 2.389
H 2.293 -5.213 0.952
H 1.723 -5.823 2.502
O 1.920 -0.627 -2.423
C 1.008 0.090 -2.698
N -0.278 -0.045 -2.056
S -1.247 1.234 -2.416
O -2.524 0.852 -2.935
O -1.288 1.929 -1.108
C -0.202 1.959 -3.604
C -0.465 3.037 -4.426
C 0.530 3.375 -5.336
C 1.715 2.644 -5.410
C 1.950 1.556 -4.579
C 0.967 1.217 -3.666
H -1.395 3.585 -4.372
H 0.377 4.212 -6.003
H 2.463 2.925 -6.138
H 2.863 0.980 -4.643

Results of the Löwdin charge analysis, in e, for atoms 1 through 2: atom 1 (Ta): 1.930, atom 2 (N): -0.057